Record 1
{"formula": "C3H6INOS", "method": "ωB97M-V/def2-TZVPD", "e_homo_ev": [-9.01, -9.01], "molar_mass_da": 231.1, "homo_lumo_gap_ev": [5.625, 5.617], "elements": ["C", "C", "C", "N", "O", "S", "I", "H", "H", "H", "H", "H", "H"], "coordinates": [[-0.22483, -0.72933, 0.62205], [0.68460, -0.24744, 1.65738], [-1.38007, -0.17265, -1.43071], [-0.39931, -0.10726, -0.49800], [-0.84727, -1.81475, 0.70303], [1.11496, 2.22693, -0.92554], [3.44156, 1.73732, -0.79471], [1.05276, -1.11347, 2.32687], [0.09637, 0.54953, 2.34443], [1.48255, 0.33765, 1.18513], [-1.50309, -1.20352, -1.87646], [-2.38123, 0.05731, -1.12912], [-1.13700, 0.47968, -2.18434]], "forces_ev_per_a": [[-0.870, -2.776, 1.445], [0.052, 1.334, 2.808], [-2.191, -2.343, -1.031], [2.892, 2.630, -0.324], [0.306, 0.973, 0.093], [-0.450, -1.682, 0.384], [-0.991, 0.015, -0.035], [-0.590, 1.527, -1.232], [1.252, -1.908, -1.479], [0.048, -0.356, 0.412], [0.641, 0.756, 0.292], [-0.661, 0.419, 0.834], [0.562, 1.409, -2.169]], "lowdin_charge": [-0.633, -0.038, -0.144, 0.037, 0.053, -0.107, 0.319, 0.118, 0.143, -0.015, 0.131, 0.090, 0.046]}



Record 2
{"formula": "C22H26NO4", "method": "ωB97M-V/def2-TZVPD", "e_homo_ev": -11.27, "molar_mass_da": 368.5, "charge": 1, "homo_lumo_gap_ev": 6.255, "elements": ["H", "C", "H", "C", "C", "O", "O", "C", "C", "C", "N", "C", "C", "C", "O", "O", "C", "C", "H", "H", "H", "H", "H", "H", "H", "H", "H", "H", "H", "H", "H", "C", "C", "C", "C", "C", "C", "C", "C", "C", "C", "C", "H", "H", "H", "H", "H", "H", "H", "H", "H", "H", "H"], "coordinates": [[-7.21322, 1.78800, 2.24150], [-7.21911, 0.31496, 4.10393], [-6.31232, 0.50830, 3.53497], [-7.58657, 1.19467, 5.13155], [-6.65743, 2.24763, 5.67142], [-6.90175, 2.94191, 6.64997], [-5.48317, 2.31295, 5.00514], [-4.53470, 3.07039, 5.78151], [-3.24116, 3.09165, 5.01923], [-8.77802, 1.02449, 5.79759], [-9.62103, 0.03375, 5.38716], [-9.41230, -0.66064, 4.23300], [-8.22418, -0.49289, 3.55691], [-8.02341, -1.30967, 2.31478], [-8.83626, -2.12312, 1.89525], [-6.81494, -1.10903, 1.73713], [-6.56218, -2.13943, 0.76443], [-5.17991, -1.92544, 0.21318], [-4.92465, 4.08168, 5.94592], [-4.40957, 2.56804, 6.74869], [-2.52008, 3.71303, 5.55833], [-2.83236, 2.07720, 4.92676], [-3.37505, 3.51240, 4.01600], [-9.02387, 1.57710, 6.69613], [-10.42549, -0.18553, 5.95600], [-10.14558, -1.39964, 3.93933], [-6.62950, -3.11635, 1.26281], [-7.31853, -2.08820, -0.03206], [-4.96558, -2.69937, -0.53511], [-5.09305, -0.94404, -0.27971], [-4.42860, -1.99305, 1.01455], [-7.86518, 3.76697, 1.91883], [-6.93987, 4.80617, 2.61117], [-5.55763, 4.23879, 2.44045], [-5.56710, 3.03054, 1.86291], [-6.96489, 2.57653, 1.54531], [-7.22062, 1.91523, 0.21164], [-6.17565, 1.37778, -0.53846], [-6.43583, 0.77526, -1.76540], [-7.75023, 0.69374, -2.24086], [-8.80303, 1.20387, -1.47156], [-8.54160, 1.79588, -0.23758], [-8.65275, 3.43315, 2.59445], [-8.36751, 4.20105, 1.04503], [-7.05547, 5.79161, 2.14330], [-7.21620, 4.91498, 3.67378], [-4.66789, 4.79284, 2.76551], [-4.70229, 2.40178, 1.61042], [-5.16020, 1.43120, -0.13793], [-5.60395, 0.38639, -2.35245], [-7.94780, 0.25721, -3.21313], [-9.83651, 1.15823, -1.82574], [-9.35792, 2.16025, 0.39841]], "forces_ev_per_a": [[-0.047, -0.420, 0.464], [-1.208, 1.456, -0.995], [0.155, -0.489, 0.457], [0.562, -0.167, 0.334], [0.948, 1.196, 0.862], [-0.377, -1.450, -1.510], [-1.651, -0.566, 0.960], [0.837, 0.552, -0.008], [0.330, -0.099, -0.241], [-0.352, -1.112, -0.106], [0.815, 0.484, -0.744], [0.140, 0.178, 1.085], [0.374, -0.354, 0.143], [0.070, -1.275, -1.429], [0.854, 1.540, 1.220], [-1.531, -0.188, 1.200], [0.467, -0.443, -1.000], [0.482, 0.239, -0.103], [0.036, -0.297, -0.016], [-0.143, 0.215, -0.149], [-0.054, -0.131, -0.074], [-0.025, 0.265, -0.016], [0.044, -0.127, 0.269], [-0.079, 0.059, -0.136], [-0.246, 0.081, -0.042], [-0.074, 0.122, -0.089], [-0.151, 0.290, -0.112], [0.166, 0.025, 0.356], [-0.031, 0.157, 0.216], [-0.036, -0.478, 0.256], [-0.171, 0.002, -0.288], [0.006, 0.362, -0.038], [-0.462, -0.041, -0.012], [0.347, -0.358, -0.284], [0.311, 0.598, -0.153], [-0.104, -0.283, 0.003], [-0.041, 0.212, -0.131], [-0.206, 0.144, 0.055], [-0.284, 0.016, -0.075], [0.140, 0.244, 0.265], [0.004, -0.065, 0.049], [0.251, -0.125, -0.078], [-0.126, 0.106, 0.012], [0.243, -0.136, 0.127], [0.157, -0.115, 0.216], [0.221, 0.086, -0.246], [-0.381, -0.326, -0.199], [-0.288, 0.507, 0.346], [-0.304, 0.015, -0.379], [-0.268, 0.038, 0.054], [-0.002, 0.004, 0.091], [0.402, -0.097, 0.029], [0.281, -0.050, -0.417]], "lowdin_charge": [0.092, 0.130, 0.144, -0.044, -0.410, 0.124, -0.005, -0.211, -0.055, 0.076, 0.142, 0.079, -0.046, -0.407, 0.129, 0.005, -0.210, -0.054, 0.134, 0.138, 0.092, 0.089, 0.060, 0.163, 0.184, 0.162, 0.137, 0.136, 0.095, 0.051, 0.089, -0.125, -0.158, -0.087, -0.053, -0.278, -0.187, -0.057, -0.085, -0.076, -0.072, -0.043, 0.103, 0.118, 0.114, 0.108, 0.108, 0.114, 0.105, 0.112, 0.104, 0.109, 0.115]}



Record 3
{"formula": "C5H15NO2", "method": "ωB97M-V/def2-TZVPD", "e_homo_ev": -8.73, "molar_mass_da": 121.2, "smiles": "CN(C)CCCO.O", "homo_lumo_gap_ev": 9.391, "elements": ["C", "N", "C", "C", "C", "C", "O", "H", "H", "H", "H", "H", "H", "H", "H", "H", "H", "H", "H", "H", "O", "H", "H"], "coordinates": [[-1.67092, 2.53477, 0.40045], [-1.18611, 1.60467, -0.65176], [-2.28746, 1.53650, -1.62817], [-0.91721, 0.27005, -0.06128], [0.42424, -0.19644, -0.77222], [0.82109, -1.62762, -0.49169], [-0.33714, -2.38764, -0.06122], [-1.99680, 3.50480, 0.00753], [-2.49612, 2.15343, 0.99082], [-0.84023, 2.63791, 1.11367], [-3.27290, 1.88702, -1.27592], [-2.08114, 2.13020, -2.51185], [-2.55939, 0.49296, -1.84073], [-1.76087, -0.40086, -0.20293], [-0.75072, 0.44363, 1.00778], [0.24192, 0.09507, -1.81904], [1.11845, 0.50348, -0.29929], [1.45033, -1.58801, 0.37130], [1.30230, -2.21920, -1.27344], [-0.87946, -2.79618, -0.74518], [4.57582, -1.47420, 2.76560], [4.58928, -1.78799, 1.86370], [4.06412, -0.67883, 2.87289]], "forces_ev_per_a": [[1.372, -0.185, 0.298], [-2.125, 0.608, 0.676], [-0.600, -0.614, -0.126], [1.227, 0.731, -0.547], [-1.559, 0.940, 0.310], [-1.643, -0.746, -0.147], [0.168, -0.256, 0.646], [0.436, -0.222, -0.116], [-0.540, -0.433, 0.005], [-0.208, 0.496, -0.153], [0.382, 0.329, 0.477], [0.166, -0.230, -0.338], [0.607, 0.179, -0.622], [0.078, -0.142, 0.109], [-0.003, -0.482, -0.108], [0.501, -0.383, 0.221], [0.402, -0.120, -0.655], [0.509, -0.422, 0.580], [0.256, 0.594, -0.193], [0.577, 0.357, -0.314], [0.598, -0.636, 0.779], [-0.310, 0.366, -0.289], [-0.290, 0.272, -0.493]], "lowdin_charge": [-0.123, -0.259, -0.120, -0.204, -0.146, -0.231, -0.104, 0.084, 0.074, 0.080, 0.077, 0.075, 0.078, 0.099, 0.112, 0.110, 0.105, 0.097, 0.115, 0.085, -0.050, 0.025, 0.023]}



Record 4
{"formula": "C3H9N3O", "method": "ωB97M-V/def2-TZVPD", "e_homo_ev": -9.38, "molar_mass_da": 103.1, "smiles": "C[C@H](N)N(N)C=O", "homo_lumo_gap_ev": 10.147, "elements": ["C", "C", "N", "N", "N", "C", "O", "H", "H", "H", "H", "H", "H", "H", "H", "H"], "coordinates": [[1.62966, -0.22655, 0.61701], [0.52578, -0.07101, -0.41166], [0.85181, 0.85660, -1.44549], [-0.78595, 0.25681, 0.10887], [-0.95552, 0.81973, 1.40438], [-1.75946, -0.65928, -0.37844], [-2.80627, -0.87000, 0.23928], [2.57765, -0.50248, 0.14474], [1.79203, 0.71460, 1.15461], [1.35416, -0.99149, 1.35014], [0.22932, -1.13594, -0.84336], [1.75831, 0.67043, -1.86131], [0.13469, 0.88445, -2.16102], [-1.93751, 1.11244, 1.44172], [-0.93539, 0.05899, 2.08771], [-1.67332, -0.91731, -1.44719]], "forces_ev_per_a": [[-0.141, 0.283, 0.281], [-0.613, -2.256, -0.950], [0.568, 0.571, -0.219], [-1.338, -1.520, -0.220], [-0.360, -0.390, -0.316], [-2.221, 2.167, 2.092], [1.661, -0.074, -0.945], [-0.242, -0.087, -0.020], [-0.112, -0.126, -0.152], [0.131, 0.053, -0.147], [1.624, 1.552, 0.512], [-0.172, 0.011, -0.024], [0.162, 0.020, 0.059], [0.404, 0.138, -0.170], [0.139, 0.003, -0.086], [0.510, -0.344, 0.304]], "lowdin_charge": [-0.051, -0.502, 0.061, -0.157, 0.082, -0.283, 0.004, 0.078, 0.080, 0.080, 0.145, 0.078, 0.075, 0.090, 0.087, 0.134]}



Record 5
{"formula": "C3H3NO", "method": "ωB97M-V/def2-TZVPD", "e_homo_ev": -9.67, "molar_mass_da": 69.1, "smiles": "C=C=CN=O", "homo_lumo_gap_ev": 9.009, "elements": ["C", "C", "C", "N", "O", "H", "H", "H"], "coordinates": [[0.95581, 0.61039, 0.08072], [-0.35453, 0.92591, 0.02626], [-1.23819, -0.08156, -0.09784], [-0.66300, -1.35773, 0.12441], [0.53930, -1.37287, 0.31758], [1.35861, 0.64440, -0.93121], [1.68398, 0.73739, 0.87306], [-2.28199, -0.10593, -0.39299]], "forces_ev_per_a": [[-0.258, 0.804, -0.083], [0.120, -0.396, -0.214], [-0.213, 0.179, 0.031], [0.518, -0.058, -0.108], [-0.408, -0.368, -0.177], [0.334, -0.342, -0.001], [-0.286, 0.041, 0.159], [0.192, 0.140, 0.394]], "lowdin_charge": [0.004, -0.048, -0.172, -0.010, -0.056, 0.103, 0.093, 0.086]}